--- w ---
Here is an isolated ion of composition C3H8NOS and charge +1 from OMol25. Energies are from ωB97M-V/def2-TZVPD.

XYZ file:
```
14
C3H8NOS, DFT ωB97M-V/def2-TZVPD
C -0.80548 -0.28315 1.91276
C 1.74698 -0.59405 -1.12429
H -1.07416 0.34429 -1.49715
H 0.05257 -0.41883 2.63546
N -1.12802 0.86354 -0.57960
H 0.81097 -0.69861 -1.67308
H -0.46363 1.69122 -0.74498
H 2.01307 -1.60758 -0.59022
O -0.80227 -1.12090 0.71690
H -1.73878 0.18734 2.37535
S 1.39805 0.61288 0.28901
H -2.09595 1.06337 -0.47233
H 2.50246 -0.19484 -1.73739
C -0.41581 0.15531 0.48956
```

Computed properties:
**M**: 106.170 g mol⁻¹
**Net charge**: +1
**Gap between HOMO and LUMO**: 10.017 eV
**SMILES string**: CS[C@]1([NH3+])CO1

--- x ---
Here is an isolated ion of composition C3H8NOS and charge +1 from OMol25. Energies are from ωB97M-V/def2-TZVPD.

XYZ file:
```
14
C3H8NOS, DFT ωB97M-V/def2-TZVPD
O 2.38523 -0.29137 -0.48805
S -1.58421 1.24642 -1.74394
H 1.50405 -1.13120 0.95885
H 1.47153 1.44626 -0.96122
N 0.52478 -0.98810 1.12784
C 1.40304 0.47278 -0.51683
H -2.24108 1.98134 -0.85085
H -0.62814 -0.82956 -1.27495
H 0.11954 -1.82525 0.76074
C -1.09794 -0.06532 -0.60431
H -1.98243 -0.41503 -0.08298
C 0.02438 0.28033 0.39476
H 0.36320 -0.91741 2.13696
H -0.26194 1.03611 1.14398
```

Computed properties:
**M**: 106.170 g mol⁻¹
**Net charge**: +1
**Gap between HOMO and LUMO**: 9.248 eV
**SMILES string**: [NH3+][C@@H](C=O)CS

Ordering by calculated energy gives the sequence x, w, with the first entry being the most stable.

--- w ---
Here is one molecule with the formula CH4N2O from OMol25. Energies are from ωB97M-V/def2-TZVPD.

XYZ file:
```
8
CH4N2O, DFT ωB97M-V/def2-TZVPD
O 0.78555 0.98683 -1.09083
C 0.15260 0.28865 -0.31927
H -0.94889 0.38477 1.41744
H 0.47852 -1.38917 -1.36423
H -0.30342 -1.78638 -0.00835
N -0.22942 0.83389 0.88314
H 0.20113 1.70874 1.13269
N -0.13608 -1.02733 -0.65059
```

Computed properties:
**M**: 60.056 g mol⁻¹
**Gap between HOMO and LUMO**: 10.673 eV
**SMILES string**: NC(N)=O

--- x ---
Here is one molecule with the formula CH4N2O from OMol25. Energies are from ωB97M-V/def2-TZVPD.

XYZ file:
```
8
CH4N2O, DFT ωB97M-V/def2-TZVPD
O -1.01133 0.53588 -0.63807
H 1.08893 -0.28715 -0.88874
H 1.69470 1.31909 -0.17763
N 0.03640 0.66643 0.34381
H -1.69110 -0.67356 1.07761
C -0.89100 -0.49505 0.33285
H -0.49640 -1.44793 0.04764
N 1.26979 0.38228 -0.09747
```

Computed properties:
**M**: 60.056 g mol⁻¹
**Gap between HOMO and LUMO**: 10.895 eV
**SMILES string**: NN1CO1

Ordering by calculated energy gives the sequence w, x, with the first entry being the most stable.

--- w ---
Here is one molecule with the formula CH4N2O from OMol25. Energies are from ωB97M-V/def2-TZVPD.

XYZ file:
```
8
CH4N2O, DFT ωB97M-V/def2-TZVPD
O -0.37175 -0.24908 -1.57927
H 0.38058 1.25639 -0.17900
H 0.45156 -0.32505 2.26532
H -1.29409 -0.17355 -1.20253
N 0.22781 0.66472 1.71557
H -0.68136 -1.32370 -0.06757
C 0.27684 0.50639 0.44959
N 0.12309 -0.73325 -0.41266
```

Computed properties:
**M**: 60.056 g mol⁻¹
**Gap between HOMO and LUMO**: 10.180 eV
**SMILES string**: [H]/N=C\NO

--- x ---
Here is one molecule with the formula CH4N2O from OMol25. Energies are from ωB97M-V/def2-TZVPD.

XYZ file:
```
8
CH4N2O, DFT ωB97M-V/def2-TZVPD
H 0.61048 1.44486 -0.47178
H 1.51634 -0.96725 0.95890
O -1.58903 -0.76962 0.08481
H -1.58352 1.30812 -0.13187
N 1.20307 -0.52913 -0.07053
H 0.60761 -1.29557 -0.66045
C -1.05553 0.31005 0.03937
N 0.29056 0.49854 0.25156
```

Computed properties:
**M**: 60.056 g mol⁻¹
**Gap between HOMO and LUMO**: 10.842 eV
**SMILES string**: NNC=O

--- y ---
Here is a 2-piece molecular cluster, CH4N2O overall from OMol25. Energies are from ωB97M-V/def2-TZVPD.

XYZ file:
```
8
CH4N2O, DFT ωB97M-V/def2-TZVPD
N -0.19352 0.11910 0.85440
H 0.67347 -0.41977 0.91739
N 1.17310 -2.84086 -3.12279
H -0.72268 -0.29728 1.54600
C 0.57150 -2.05248 -2.55350
H 0.01189 1.02985 1.17800
H 0.05229 -1.34895 -1.90752
O -0.51724 0.07542 -0.41789
```

Computed properties:
**M**: 60.056 g mol⁻¹
**Gap between HOMO and LUMO**: 9.691 eV
**SMILES string**: [NH3+][O-].C#N

--- z ---
Here is one molecule with the formula CH4N2O from OMol25. Energies are from ωB97M-V/def2-TZVPD.

XYZ file:
```
8
CH4N2O, DFT ωB97M-V/def2-TZVPD
C -0.00812 -0.97665 0.38055
H 0.61756 0.62857 -0.45676
N -1.48377 0.47062 -0.50742
O 1.34109 -1.15559 0.57644
H 1.86531 -1.38518 -0.28962
H -0.85239 -1.58152 0.48054
N -0.28123 0.14136 -0.22976
H -1.60655 1.39364 -0.93041
```

Computed properties:
**M**: 60.056 g mol⁻¹
**Gap between HOMO and LUMO**: 7.939 eV

Ordering by calculated energy gives the sequence x, z, y, w, with the first entry being the most stable.

--- w ---
Here is C8H10O as an isolated structure from OMol25. Energies are from ωB97M-V/def2-TZVPD.

XYZ file:
```
19
C8H10O, DFT ωB97M-V/def2-TZVPD
C -0.05328 2.25899 0.37679
C -0.93953 -0.84505 -0.06619
C 0.42694 0.82352 0.80958
C -0.83344 -2.33814 -0.15481
H 0.76939 3.09423 0.55553
H -0.89962 2.66740 0.78201
C -0.73859 -0.01733 1.13230
C 0.12658 -0.73943 -1.12903
H 0.81097 -2.84807 -1.66578
H 2.07683 -0.50800 -0.08291
O -1.86850 0.08109 0.29039
H -0.28270 2.31940 -0.63232
C 1.18975 0.22606 -0.38297
C 0.13627 -2.23718 -1.07384
H -1.09205 -0.48326 2.15420
H 1.23408 1.01020 1.64616
H -1.36427 -3.09910 0.45300
H 1.68199 1.08052 -0.89242
H -0.38082 -0.44585 -2.11969
```

Computed properties:
**M**: 122.167 g mol⁻¹
**Gap between HOMO and LUMO**: 9.992 eV

--- x ---
Here is one molecule with the formula C8H10O from OMol25. Energies are from ωB97M-V/def2-TZVPD.

XYZ file:
```
19
C8H10O, DFT ωB97M-V/def2-TZVPD
H -0.13782 1.05756 3.24093
C -1.02437 0.00185 0.97129
C 0.40591 0.17320 2.95129
H 1.43664 -1.10116 -1.90912
C 0.18483 0.44832 -1.13196
C 1.52717 -0.18770 -1.32697
C -1.52350 -1.35993 -1.05147
H 1.96437 -0.44391 -0.37268
C -0.09460 1.69419 -1.48814
C -0.83993 -0.39308 -0.46302
H -1.06762 2.12325 -1.32229
C 0.07340 -0.47669 1.84737
O -1.93492 0.69251 1.36244
H -2.26393 -1.93266 -0.52125
H 1.21375 -0.14207 3.59177
H 2.20212 0.49788 -1.84134
H -1.36100 -1.61551 -2.08777
H 0.63697 2.32234 -1.96704
H 0.60248 -1.35840 1.51804
```

Computed properties:
**M**: 122.167 g mol⁻¹
**Gap between HOMO and LUMO**: 9.785 eV
**SMILES string**: C=CC(=O)C(=C)C(=C)C

Ordering by calculated energy gives the sequence x, w, with the first entry being the most stable.